108
Properties=species:S:1:pos:R:3:forces:R:3 method="wB97M-V/def2-TZVPD" gap_ev=6.8131 total_charge=0 e_above_lowest_kj_mol=0.00 e_tot_ev=-101749.709 multiplicity=1
Ta 0.11791 -0.03082 0.36195 -0.5 0.4 -0.6
C 1.16305 -0.74905 5.41559 0.0 0.0 0.0
C 0.12452 -0.89615 4.31313 -0.1 0.0 0.0
C -1.28386 -1.04186 4.88361 0.0 0.0 0.0
O 0.36911 -2.05244 3.53685 0.1 0.0 -0.1
C 0.11905 0.37224 3.44494 0.0 0.2 0.0
O 0.44812 1.45175 3.84031 0.0 0.0 0.0
O -0.38524 0.20650 2.19769 0.1 -0.5 0.0
H 1.10663 -1.62070 6.06820 0.0 0.0 0.0
H 0.98925 0.15437 5.99632 0.0 0.0 0.0
H 2.16257 -0.69346 4.98281 0.0 0.0 0.0
H -1.33551 -1.97559 5.44455 0.0 0.0 0.0
H -2.03215 -1.06394 4.08876 0.0 0.0 0.0
H -1.51093 -0.21066 5.55134 0.0 0.0 0.0
H 1.28498 -1.99368 3.20179 0.0 0.0 0.0
O 2.91237 -1.49859 2.38972 -0.1 0.0 0.0
S 2.65583 -0.99552 1.05852 0.0 0.0 0.2
O 3.71717 -1.13973 0.11149 0.0 0.0 0.0
O 2.10576 0.42265 1.08191 0.0 0.1 0.0
O 1.34093 -1.65429 0.53565 0.3 -0.3 0.3
C 0.53937 -4.99214 1.52681 0.0 0.0 0.0
O 0.15582 -4.82921 0.16038 -0.1 0.0 0.0
C 1.08039 -4.37304 -0.70588 0.0 0.0 0.0
C 2.42994 -4.22382 -0.39224 0.0 -0.1 -0.1
C 3.33588 -3.81891 -1.35278 0.0 0.0 0.0
C 2.92127 -3.55854 -2.65093 0.0 0.1 0.0
C 1.58387 -3.68841 -2.96442 0.0 -0.1 0.0
C 0.65260 -4.06622 -2.00344 0.0 -0.1 0.0
N -0.68341 -4.29030 -2.47141 0.0 0.0 0.2
C -1.88589 -4.23853 -1.90090 0.2 0.0 -0.1
C -2.33988 -3.71644 -0.69638 0.0 -0.1 0.0
C -3.48679 -4.38604 -0.15974 0.0 0.0 0.0
C -3.83373 -4.25029 1.14436 0.0 0.0 0.0
C -3.05023 -3.40400 1.97171 0.0 0.0 0.0
C -2.02094 -2.66482 1.47261 0.0 0.1 0.0
C -1.68742 -2.71347 0.09390 0.1 0.0 0.1
O -0.86963 -1.88845 -0.45228 0.0 0.3 0.1
H -0.35777 -5.32130 2.04233 0.0 0.0 0.0
H 0.87418 -4.04472 1.95184 0.0 0.0 0.0
H 1.31809 -5.75078 1.62427 0.0 0.0 0.0
H 2.77190 -4.40614 0.61497 0.0 0.0 0.0
H 4.37344 -3.68960 -1.07899 0.0 0.0 0.0
H 3.62918 -3.24218 -3.40468 0.0 0.0 0.0
H 1.24348 -3.49899 -3.97515 0.0 0.0 0.0
H -0.68988 -4.73846 -3.37524 0.0 0.0 0.0
H -2.62839 -4.77748 -2.48266 0.0 0.0 0.0
H -4.03274 -5.06291 -0.80751 0.0 0.0 0.0
H -4.68161 -4.78170 1.55259 0.0 0.0 0.0
H -3.28841 -3.32301 3.02540 0.0 0.0 0.0
H -1.43457 -2.02005 2.11258 0.0 0.0 0.0
O 0.36583 1.76621 -0.22889 0.0 -0.1 0.0
Si 0.92878 3.19884 -0.81603 0.0 0.0 0.0
C 0.35739 3.32251 -2.59808 0.0 -0.1 0.0
C 0.94573 4.20201 -3.50988 0.0 0.0 0.0
C 0.49046 4.29335 -4.81823 0.0 0.0 0.0
C -0.57746 3.51353 -5.23743 0.0 0.0 0.0
C -1.19574 2.65448 -4.33912 0.0 0.0 0.0
C -0.73120 2.56369 -3.03513 0.1 -0.1 0.0
C 2.78745 3.26640 -0.65727 0.0 0.0 0.0
C 3.32009 3.26854 0.63669 0.0 0.0 0.0
C 4.68864 3.23045 0.84699 0.0 0.0 0.0
C 5.55611 3.18968 -0.23648 0.0 0.0 0.0
C 5.05018 3.18836 -1.52719 0.0 0.0 0.0
C 3.67718 3.22790 -1.73209 0.0 0.0 -0.1
C 0.15698 4.57354 0.18148 0.0 0.0 0.0
C -1.20319 4.53630 0.49994 0.0 0.0 0.0
C -1.80402 5.56876 1.20250 0.0 0.0 0.0
C -1.05172 6.66802 1.59562 0.0 0.0 0.0
C 0.29770 6.72796 1.28342 0.0 0.0 0.0
C 0.89514 5.68783 0.58311 0.0 0.0 0.0
H 1.77244 4.83139 -3.19826 0.0 0.0 0.0
H 0.96925 4.97453 -5.51039 0.0 0.0 0.0
H -0.93358 3.58350 -6.25761 0.0 0.0 0.0
H -2.04477 2.05917 -4.65430 0.0 0.0 0.0
H -1.22173 1.89054 -2.34234 0.0 0.0 0.0
H 2.65548 3.27240 1.49443 0.0 0.0 0.0
H 5.07846 3.21591 1.85673 0.0 0.0 0.0
H 6.62574 3.15065 -0.07351 0.0 0.0 0.0
H 5.72201 3.14874 -2.37543 0.0 0.0 0.0
H 3.30160 3.21260 -2.75015 0.0 0.0 0.0
H -1.80577 3.68623 0.19824 0.0 0.0 0.0
H -2.85775 5.51613 1.44583 0.0 0.0 0.0
H -1.51804 7.47521 2.14631 0.0 0.0 0.0
H 0.88833 7.58208 1.58994 0.0 0.0 0.0
H 1.95350 5.74251 0.35511 0.0 0.0 0.0
I 3.38216 0.29507 -5.15058 0.0 0.0 0.0
C 1.93106 -0.18347 -3.77785 0.0 0.1 0.0
C 0.74451 -0.84228 -4.00361 -0.1 0.0 0.0
N 0.11025 -0.91104 -2.82441 -0.1 0.2 0.0
N 0.80885 -0.30798 -1.85868 0.1 -0.2 0.1
C 1.92652 0.13215 -2.41458 0.0 0.1 0.0
H 0.31994 -1.24694 -4.90624 0.0 0.0 0.0
H -0.72387 -1.40659 -2.54019 0.0 0.0 0.0
H 2.67245 0.64183 -1.82553 0.0 0.0 0.0
C -2.01290 0.54480 -0.12481 0.0 0.1 0.0
C -3.24661 0.01839 0.51899 0.0 -0.1 0.0
C -3.53064 0.32325 1.85436 0.0 0.0 0.0
C -4.67032 -0.16341 2.47091 0.0 0.0 0.0
C -5.56772 -0.95988 1.76703 0.0 0.0 0.0
C -5.31465 -1.24721 0.43452 0.0 0.0 0.0
C -4.16790 -0.76393 -0.17875 0.0 0.0 0.0
H -1.98274 1.62645 0.01785 0.0 0.0 0.0
H -2.06504 0.37599 -1.21020 0.0 0.0 0.0
H -2.83876 0.94734 2.40776 0.0 0.0 0.0
H -4.86683 0.08587 3.50699 0.0 0.0 0.0
H -6.46120 -1.33582 2.24921 0.0 0.0 0.0
H -6.01200 -1.85305 -0.13128 0.0 0.0 0.0
H -3.98173 -0.99056 -1.22370 0.0 0.0 0.0